# 1
{"formula": "C6H24N12O6Tl", "method": "the ωB97M-V functional and the def2-TZVPD basis", "species": ["Tl", "C", "O", "N", "N", "H", "H", "H", "H", "C", "O", "N", "N", "H", "H", "H", "H", "C", "O", "N", "N", "H", "H", "H", "H", "C", "O", "N", "N", "H", "H", "H", "H", "C", "O", "N", "N", "H", "H", "H", "H", "C", "O", "N", "N", "H", "H", "H", "H"], "xyz": [[1.543, 1.042, 1.101], [1.652, 5.172, -4.732], [1.983, 4.687, -3.604], [0.888, 6.175, -5.090], [2.160, 4.684, -5.784], [0.233, 6.539, -4.413], [1.020, 6.491, -6.040], [2.897, 3.993, -5.781], [2.033, 5.116, -6.688], [1.356, -3.710, 6.169], [0.966, -3.048, 5.248], [1.033, -3.605, 7.407], [2.115, -4.765, 6.020], [0.348, -2.864, 7.435], [1.403, -4.123, 8.191], [2.530, -5.020, 5.136], [2.421, -5.299, 6.821], [7.564, -2.580, 2.617], [6.414, -2.168, 2.621], [8.233, -2.868, 3.646], [8.278, -2.770, 1.578], [7.903, -2.639, 4.573], [9.220, -2.759, 3.462], [9.219, -3.073, 1.788], [7.963, -2.452, 0.673], [-4.744, 4.536, 0.513], [-3.684, 4.045, 0.315], [-5.087, 5.028, 1.655], [-5.646, 4.582, -0.434], [-6.023, 5.324, 1.893], [-4.398, 4.804, 2.358], [-6.449, 5.112, -0.129], [-5.385, 4.139, -1.304], [-5.049, -1.952, 0.693], [-3.881, -1.689, 0.604], [-5.710, -1.810, 1.834], [-5.897, -2.126, -0.313], [-5.273, -1.334, 2.610], [-6.705, -1.979, 1.889], [-6.857, -2.246, -0.021], [-5.689, -1.861, -1.265], [-0.471, -1.265, -5.059], [-0.537, -0.471, -4.164], [-0.907, -2.454, -4.848], [-0.270, -1.009, -6.268], [-1.504, -2.529, -4.037], [-0.945, -3.194, -5.534], [-0.077, -1.788, -6.881], [-0.186, -0.021, -6.462]], "lowdin_charge": [0.988, -0.676, 0.081, 0.209, 0.198, 0.141, 0.133, 0.147, 0.137, -0.771, 0.107, 0.208, 0.226, 0.141, 0.142, 0.138, 0.131, -0.780, 0.120, 0.223, 0.210, 0.152, 0.137, 0.136, 0.147, -0.790, 0.133, 0.201, 0.217, 0.134, 0.135, 0.131, 0.140, -0.701, 0.108, 0.205, 0.209, 0.136, 0.125, 0.121, 0.137, -0.813, 0.123, 0.217, 0.233, 0.140, 0.139, 0.148, 0.150], "spin_multiplicity": 1, "relative_energy_kcal_mol": 266.2, "orbital_gap_ev": 1.26, "charge": 3, "homo_energy_ha": -0.5651}



# 2
{"formula": "C6H24O6", "method": "the ωB97M-V functional and the def2-TZVPD basis", "species": ["C", "O", "H", "H", "H", "H", "C", "O", "H", "H", "H", "H", "C", "O", "H", "H", "H", "H", "C", "O", "H", "H", "H", "H", "C", "O", "H", "H", "H", "H", "C", "O", "H", "H", "H", "H"], "xyz": [[-32.821, 15.049, 2.082], [-33.043, 15.118, 0.674], [-31.792, 15.282, 2.354], [-33.435, 15.691, 2.714], [-33.005, 14.043, 2.460], [-33.379, 14.250, 0.442], [-32.494, 20.654, -2.536], [-32.111, 20.413, -1.189], [-32.503, 21.723, -2.748], [-31.772, 20.235, -3.236], [-33.494, 20.278, -2.749], [-32.141, 19.490, -0.928], [-37.568, 16.543, -2.100], [-38.724, 17.366, -2.298], [-36.976, 17.188, -1.452], [-37.778, 15.603, -1.589], [-37.045, 16.319, -3.030], [-39.341, 16.963, -2.913], [-29.800, 18.483, 2.100], [-30.125, 18.493, 3.450], [-30.509, 17.878, 1.536], [-29.925, 19.463, 1.641], [-28.759, 18.243, 1.883], [-30.513, 17.665, 3.744], [-36.969, 20.886, -2.735], [-37.745, 21.715, -1.917], [-36.211, 21.551, -3.147], [-36.485, 20.194, -2.046], [-37.527, 20.404, -3.538], [-38.428, 22.101, -2.471], [-34.151, 17.974, -0.052], [-32.771, 17.673, -0.192], [-34.538, 18.441, -0.958], [-34.751, 17.102, 0.208], [-34.277, 18.700, 0.751], [-32.621, 16.744, -0.007]], "lowdin_charge": [-0.129, -0.122, 0.075, 0.084, 0.082, 0.095, -0.160, -0.125, 0.075, 0.072, 0.060, 0.029, -0.149, -0.129, 0.064, 0.072, 0.076, 0.068, -0.183, -0.105, 0.062, 0.080, 0.076, 0.069, -0.175, -0.120, 0.071, 0.069, 0.081, 0.073, -0.145, -0.139, 0.063, 0.071, 0.086, 0.028], "spin_multiplicity": 1, "relative_energy_kcal_mol": 93.2, "orbital_gap_ev": 10.04, "smiles": "CO.CO.CO.CO.CO.CO", "homo_energy_ha": -0.3590}



# 3
{"formula": "C6H24O6", "method": "the ωB97M-V functional and the def2-TZVPD basis", "species": ["C", "O", "H", "H", "H", "H", "C", "O", "H", "H", "H", "H", "C", "O", "H", "H", "H", "H", "C", "C", "C", "O", "H", "H", "H", "H", "H", "H", "H", "H", "O", "H", "H", "O", "H", "H"], "xyz": [[0.542, -2.379, -2.097], [0.391, -1.088, -1.714], [1.595, -2.660, -2.072], [-0.006, -3.078, -1.466], [0.288, -2.483, -3.151], [1.068, -0.666, -2.248], [1.647, 0.707, 1.097], [1.658, 2.126, 1.175], [2.420, 0.128, 0.591], [1.453, 0.231, 2.058], [0.862, 0.483, 0.374], [2.608, 2.178, 1.304], [1.252, -1.702, 2.355], [0.317, -2.644, 1.831], [0.654, -0.810, 2.544], [1.805, -1.991, 3.248], [1.938, -1.411, 1.560], [-0.490, -2.331, 2.246], [-1.586, 0.474, -1.878], [-1.999, 1.670, -0.898], [-0.784, 2.511, -0.399], [-2.739, 2.599, -1.657], [-2.383, 0.196, -2.568], [-1.360, -0.505, -1.455], [-0.662, 0.752, -2.386], [-2.504, 1.313, 0.000], [0.037, 1.875, -0.070], [-1.103, 3.136, 0.436], [-0.462, 3.269, -1.114], [-2.758, 3.473, -1.261], [-0.050, -0.883, 0.419], [-0.145, -0.835, -0.532], [0.386, -1.721, 0.575], [-0.648, 0.400, 1.815], [-0.703, -0.357, 2.398], [-0.540, 0.023, 0.941]], "lowdin_charge": [-0.118, -0.166, 0.097, 0.110, 0.098, 0.143, -0.210, -0.078, 0.099, 0.054, 0.041, 0.076, -0.136, -0.090, 0.044, 0.110, 0.079, 0.100, -0.009, -0.408, -0.048, -0.069, 0.084, 0.053, 0.080, 0.123, 0.032, 0.089, 0.087, 0.082, -0.110, -0.048, 0.048, -0.094, 0.026, -0.171], "spin_multiplicity": 1, "relative_energy_kcal_mol": 242.7, "orbital_gap_ev": 9.41, "homo_energy_ha": -0.3380}



# 4
{"formula": "C6H24O7", "method": "the ωB97M-V functional and the def2-TZVPD basis", "species": ["C", "O", "C", "C", "O", "C", "H", "H", "H", "H", "H", "H", "H", "H", "H", "H", "O", "H", "H", "O", "H", "H", "O", "H", "H", "C", "O", "H", "H", "H", "H", "C", "O", "H", "H", "H", "H"], "xyz": [[2.871, -2.012, 3.373], [1.465, -1.781, 3.152], [0.834, -2.619, 2.217], [-0.622, -2.183, 2.003], [-0.816, -0.791, 1.542], [-2.231, -0.459, 1.442], [3.397, -1.561, 2.531], [2.987, -3.087, 3.509], [3.252, -1.431, 4.213], [0.806, -3.662, 2.533], [1.352, -2.471, 1.270], [-1.177, -2.392, 2.918], [-0.914, -2.746, 1.116], [-2.597, -0.655, 0.435], [-2.262, 0.629, 1.500], [-2.872, -0.959, 2.168], [-0.002, -0.867, -2.284], [-0.264, -0.516, -1.433], [0.940, -1.011, -2.205], [-3.246, -0.845, -4.303], [-3.759, -1.524, -3.866], [-2.390, -0.879, -3.877], [4.088, -0.904, -2.133], [4.607, -1.502, -1.595], [4.580, -0.829, -2.951], [-2.898, 3.458, -4.345], [-3.202, 2.735, -5.596], [-2.472, 2.825, -3.566], [-2.337, 4.358, -4.598], [-3.867, 3.750, -3.940], [-3.301, 1.795, -5.426], [1.540, 2.771, 2.467], [1.925, 4.065, 2.810], [2.458, 2.212, 2.647], [0.733, 2.392, 3.095], [1.185, 2.599, 1.451], [2.210, 4.095, 3.726]], "lowdin_charge": [-0.076, -0.202, -0.224, -0.165, -0.210, -0.094, 0.081, 0.086, 0.084, 0.125, 0.122, 0.122, 0.121, 0.074, 0.083, 0.083, -0.046, 0.019, 0.024, -0.047, 0.031, 0.016, -0.051, 0.028, 0.031, -0.121, -0.145, 0.069, 0.074, 0.064, 0.045, -0.183, -0.122, 0.075, 0.074, 0.080, 0.077], "spin_multiplicity": 1, "relative_energy_kcal_mol": 91.0, "orbital_gap_ev": 10.18, "smiles": "COCCOC.CO.CO.O.O.O", "homo_energy_ha": -0.3617}



# 5
{"formula": "C6H24O8", "method": "the ωB97M-V functional and the def2-TZVPD basis", "species": ["C", "C", "C", "C", "C", "C", "O", "H", "H", "H", "H", "H", "H", "H", "H", "H", "H", "H", "H", "O", "H", "H", "O", "H", "H", "O", "H", "H", "O", "H", "H", "O", "H", "H", "O", "H", "H", "O"], "xyz": [[2.151, -2.301, 1.506], [2.759, -1.001, 0.989], [1.695, -0.029, 0.606], [1.830, 1.306, 0.705], [0.755, 2.249, 0.350], [-0.279, 1.886, -0.434], [-1.260, 2.786, -0.688], [1.583, -2.827, 0.723], [1.446, -2.081, 2.350], [2.897, -2.981, 1.867], [3.406, -1.201, 0.146], [3.483, -0.602, 1.760], [0.754, -0.488, 0.272], [2.699, 1.743, 1.091], [0.885, 3.251, 0.653], [-0.452, 0.940, -0.882], [-1.890, 2.440, -1.433], [-0.333, -4.158, -1.652], [-0.305, -2.591, -1.592], [0.273, -3.406, -1.484], [-1.498, -0.914, -1.129], [-0.360, -0.691, -2.109], [-1.171, -1.185, -1.977], [1.559, -0.382, -3.115], [1.629, 0.562, -1.831], [1.065, 0.224, -2.519], [0.411, 1.402, 2.723], [1.206, 0.171, 3.048], [0.432, 0.637, 3.296], [-1.747, 1.049, -3.098], [-2.803, 0.528, -2.113], [-2.483, 1.304, -2.538], [-2.631, 0.819, 0.229], [-2.159, -0.484, 0.972], [-2.450, -0.133, 0.132], [-0.871, -0.306, 2.938], [-2.292, -0.820, 3.353], [-1.666, -0.855, 2.591]], "lowdin_charge": [-0.129, -0.313, -0.260, -0.239, -0.162, -0.312, -0.094, 0.055, 0.073, 0.042, 0.077, 0.104, 0.094, 0.056, 0.064, 0.043, 0.075, 0.029, -0.006, -0.125, -0.015, -0.017, -0.071, 0.076, 0.024, -0.073, 0.030, 0.014, -0.050, 0.059, 0.018, -0.026, 0.062, -0.011, -0.064, 0.029, 0.060, -0.116], "spin_multiplicity": 2, "orbital_gap_ev": [2.94, 6.20], "charge": -1, "homo_energy_ha": [0.0095, -0.1134]}



# 6
{"formula": "C6H24O9", "method": "the ωB97M-V functional and the def2-TZVPD basis", "species": ["O", "H", "H", "O", "H", "H", "O", "H", "H", "C", "C", "O", "O", "H", "H", "H", "H", "H", "H", "C", "C", "O", "O", "H", "H", "H", "H", "H", "H", "C", "C", "O", "O", "H", "H", "H", "H", "H", "H"], "xyz": [[0.993, -1.600, 1.089], [1.151, -1.017, 1.842], [0.466, -1.066, 0.479], [3.817, -2.566, 1.443], [3.883, -1.922, 2.154], [2.914, -2.470, 1.106], [-0.774, -2.616, 3.363], [-0.473, -2.515, 2.449], [-1.560, -3.168, 3.302], [1.195, 1.421, -3.111], [0.304, 0.253, -2.742], [0.048, 0.253, -1.329], [2.565, 1.096, -3.055], [0.878, 2.367, -2.658], [0.996, 1.603, -4.187], [0.668, -0.700, -3.126], [-0.663, 0.448, -3.202], [0.849, 0.378, -0.812], [3.099, 1.863, -3.273], [0.452, 2.241, 2.331], [1.365, 1.943, 3.519], [2.719, 2.296, 3.224], [0.872, 1.466, 1.213], [0.475, 3.306, 2.087], [-0.568, 1.976, 2.602], [1.328, 0.886, 3.794], [1.012, 2.532, 4.372], [3.169, 2.349, 4.071], [1.806, 1.677, 1.085], [-3.256, -1.781, -1.419], [-3.972, -0.534, -1.960], [-3.155, 0.060, -2.969], [-2.061, -1.570, -0.613], [-2.986, -2.523, -2.177], [-3.832, -2.232, -0.601], [-4.089, 0.197, -1.165], [-4.913, -0.926, -2.353], [-3.184, -0.537, -3.726], [-1.536, -0.868, -1.049]], "lowdin_charge": [-0.041, 0.043, 0.021, -0.069, 0.022, 0.000, -0.071, 0.001, 0.030, -0.261, -0.197, -0.096, -0.055, 0.128, 0.119, 0.131, 0.103, 0.061, 0.087, -0.214, -0.238, -0.068, -0.075, 0.121, 0.126, 0.118, 0.120, 0.086, 0.094, -0.223, -0.222, -0.078, -0.102, 0.115, 0.117, 0.124, 0.115, 0.088, 0.040], "spin_multiplicity": 1, "relative_energy_kcal_mol": 30.7, "orbital_gap_ev": 10.46, "smiles": "OCCO.OCCO.OCCO.O.O.O", "homo_energy_ha": -0.3672}